Version P
Here is C8H8N2 in the gas phase from OMol25. Energies are from ωB97M-V with the def2-TZVPD basis set.

- orbital gap (eV) = 10.09
- E_HOMO (eV) = -9.36
- charge = 0

Last column: Mulliken charge in e.
Element x y z (Å)
C 2.32060 -1.29880 -0.26204  -1.4435
C 1.61329 0.02225 -0.10499  1.4015
C 0.10213 0.10717 -0.14678  0.1532
C -0.42619 0.49486 1.05221  -0.4737
C -1.78767 0.73285 1.20287  -0.4194
C -2.64516 0.73237 0.09631  -0.6480
C -2.04830 0.25965 -1.10853  -0.4118
C -0.67414 0.00234 -1.22638  -0.3948
N 2.19504 0.67485 1.00826  -0.4198
N 2.42947 1.21857 -0.06172  -0.4761
H 1.67654 -2.14388 0.10367  0.3271
H 3.19510 -1.47292 0.38583  0.4499
H 2.72742 -1.41860 -1.25765  0.3003
H 0.19057 0.64415 1.88253  0.4685
H -2.13065 0.94247 2.17705  0.4032
H -3.64637 0.89550 0.35639  0.3910
H -2.63513 0.05562 -1.91032  0.4616
H -0.45655 -0.44843 -2.18671  0.3306


Version Q
Here is C8H8N2 in the gas phase from OMol25. Energies are from ωB97M-V with the def2-TZVPD basis set.

- orbital gap (alpha / beta) (eV) = 8.75 / 8.10
- E_HOMO (alpha / beta) (eV) = -9.39 / -9.02
- charge = 0

Last column: Mulliken charge in e.
Element x y z (Å)
C 2.87578 1.35680 0.02937  0.1062
C 2.63586 -1.15540 -0.24245  0.0758
C -1.35220 0.72536 0.28756  -0.2795
C 0.74054 0.24486 -0.10602  -0.3065
C 2.11059 0.18630 -0.15374  0.3568
C -1.90412 1.70039 -0.67787  -1.3467
C -0.74478 -1.84808 0.68903  -1.1415
C -0.47070 -0.55216 -0.11871  0.6634
N 3.57921 2.20035 0.36349  -0.4318
N 3.12318 -2.18237 -0.36315  -0.4058
H -1.91751 1.41896 -1.65805  0.4057
H -1.47346 2.57263 -0.62713  0.3737
H -2.99873 1.86674 -0.36876  0.3459
H -0.76393 -1.65811 1.77642  0.2983
H 0.13229 -2.64215 0.67901  0.2904
H -1.53813 -2.52222 0.34462  0.3585
H -1.23309 0.94549 1.31097  0.4298
H -0.80079 -0.65739 -1.16459  0.2073


Pick the most stable structure from those above. Pick: version P